1.
87
Properties=species:S:1:pos:R:3:forces:R:3 method="wB97M-V/def2-TZVPD" orbital_gap_ev=9.488 homo_ev=-9.3443 molar_mass_g_mol=952.419
O 2.7473 -2.7258 -0.8867 -0.19 0.22 0.01
S 1.3898 -2.4127 -0.5146 0.29 -0.02 -0.29
O 0.6024 -3.8158 -0.3804 0.03 -0.10 0.16
C 0.6903 -4.3924 0.9368 -0.05 -0.09 0.04
C -0.2456 -5.5880 0.9656 -0.18 0.11 0.21
C 0.1285 -6.7981 0.1236 0.18 0.02 0.19
F -1.0097 -7.3833 -0.3214 -0.20 -0.06 -0.06
F 0.8641 -6.4721 -0.9579 0.11 0.08 -0.29
C 0.8866 -7.9388 0.8476 0.19 0.15 0.06
F 0.1691 -8.2674 1.9421 -0.12 -0.11 0.19
F 0.9420 -9.0089 0.0452 -0.04 -0.15 -0.18
C 2.3295 -7.6721 1.3614 -0.01 0.19 -0.25
F 2.7390 -8.8014 1.9490 0.07 -0.17 0.10
F 2.2639 -6.6984 2.2932 0.05 0.07 0.20
C 3.4236 -7.2539 0.3285 -0.01 -0.01 -0.10
F 3.3062 -7.9495 -0.8026 0.07 0.11 0.19
F 4.6297 -7.4916 0.8532 -0.25 0.09 -0.08
F 3.3298 -5.9502 0.0571 0.08 -0.26 0.00
O 0.6413 -2.0108 -1.9378 -0.46 -0.16 0.26
P -0.9940 -1.9972 -2.2967 0.44 0.17 -0.12
O -1.3543 -3.5749 -2.4369 0.00 -0.06 -0.13
I -2.0343 -1.6413 -0.1010 -0.05 -0.01 0.12
H 0.3324 -3.6668 1.6778 0.05 -0.06 -0.09
H 1.7271 -4.6496 1.1678 -0.17 0.04 -0.10
H -1.2278 -5.2621 0.6068 0.14 -0.02 0.03
H -0.3703 -5.9149 2.0027 -0.02 0.04 -0.14
H -1.2926 -3.8495 -3.3647 -0.03 0.00 0.17
C -3.1716 -0.0340 5.4188 0.00 0.09 0.08
O -4.3653 -0.7763 5.1360 0.01 -0.08 -0.04
C -4.2974 -1.5089 4.0284 -0.01 0.03 -0.04
O -3.3488 -1.5755 3.2862 -0.02 -0.04 -0.02
O -5.4522 -2.1551 3.8709 0.06 0.04 0.03
C -5.5143 -2.9751 2.6986 -0.02 -0.01 0.00
H -3.3779 0.5221 6.3276 -0.03 0.00 -0.02
H -2.3305 -0.7095 5.5660 0.00 0.00 -0.04
H -2.9554 0.6586 4.6092 -0.01 -0.02 -0.02
H -4.7442 -3.7440 2.7289 0.00 0.01 0.00
H -5.3850 -2.3712 1.8019 0.01 0.00 0.00
H -6.5016 -3.4259 2.7134 0.01 0.00 0.00
C 0.6385 2.4039 -6.8674 -0.05 0.06 -0.07
O 1.4311 1.2184 -6.7374 0.04 -0.02 0.04
C 1.7505 0.9059 -5.4781 -0.03 0.01 0.04
O 1.4206 1.5236 -4.4982 0.03 -0.05 -0.07
O 2.4891 -0.2009 -5.4959 -0.01 0.06 -0.01
C 2.9014 -0.6560 -4.1981 0.06 -0.11 0.01
H 0.4643 2.5212 -7.9331 0.00 0.00 0.01
H -0.3095 2.2955 -6.3439 0.03 -0.02 0.04
H 1.1716 3.2698 -6.4795 -0.02 0.00 0.02
H 2.0372 -0.8870 -3.5825 0.01 0.06 0.02
H 3.5184 0.0945 -3.7077 -0.04 0.03 0.01
H 3.4803 -1.5579 -4.3718 0.00 0.02 -0.04
C -4.7721 3.7998 7.9348 -0.01 0.01 0.01
O -4.3063 4.8963 7.1394 0.04 0.00 -0.06
C -3.6969 4.5412 6.0113 -0.03 -0.05 -0.01
O -3.5242 3.4075 5.6321 0.05 0.07 0.04
O -3.3133 5.6424 5.3705 -0.04 -0.05 0.04
C -2.6569 5.3966 4.1220 0.03 0.02 -0.09
H -5.2418 4.2525 8.8020 0.00 -0.01 0.00
H -5.4925 3.2033 7.3781 0.01 0.00 0.00
H -3.9383 3.1701 8.2403 0.00 0.00 -0.01
H -3.3208 4.8704 3.4385 0.00 -0.02 0.02
H -1.7564 4.8081 4.2792 0.00 -0.01 -0.03
H -2.4019 6.3710 3.7180 -0.03 0.02 0.06
C 1.2694 8.4110 -9.1894 -0.02 0.01 0.02
O 1.3199 7.1069 -8.5989 0.04 -0.04 -0.02
C 2.1761 6.2716 -9.1870 0.02 0.01 -0.04
O 2.8722 6.5267 -10.1357 -0.05 -0.02 0.07
O 2.1287 5.1030 -8.5457 -0.01 0.05 -0.01
C 3.0025 4.1003 -9.0756 0.03 -0.12 0.01
H 0.5386 8.9631 -8.6069 0.01 0.00 -0.01
H 2.2439 8.8923 -9.1343 0.00 -0.01 -0.01
H 0.9581 8.3464 -10.2303 0.01 0.00 0.00
H 4.0409 4.4210 -9.0209 -0.02 0.05 -0.01
H 2.7478 3.8760 -10.1099 0.00 0.04 -0.01
H 2.8493 3.2234 -8.4534 0.02 0.00 -0.01
C 4.2005 1.9942 3.6366 0.01 -0.01 -0.02
O 2.8011 1.8251 3.3829 -0.04 0.01 0.04
C 2.0091 2.2272 4.3756 0.01 0.02 0.04
O 2.3731 2.6995 5.4226 -0.03 -0.04 -0.08
O 0.7431 2.0190 4.0127 0.04 -0.02 -0.02
C -0.2236 2.4034 4.9934 -0.12 0.01 0.06
H 4.7011 1.6254 2.7469 0.00 0.00 0.01
H 4.4346 3.0447 3.7984 -0.01 0.00 0.01
H 4.5019 1.4195 4.5104 -0.01 0.01 0.00
H -0.1454 3.4668 5.2137 0.07 -0.02 0.04
H -0.0871 1.8362 5.9131 0.04 0.02 0.00
H -1.1975 2.1893 4.5653 0.04 0.00 -0.06

***

2.
60
Properties=species:S:1:pos:R:3:forces:R:3 method="wB97M-V/def2-TZVPD" total_charge=+2 spin_multiplicity=4 orbital_gap_ev="5.793 / 5.758" e_above_lowest_ev=3.3483 homo_ev="-12.6342 / -13.1500" molar_mass_g_mol=554.664
P -0.1938 -1.7091 -4.9773 0.72 -3.04 -3.88
P 0.1051 2.0492 -4.9813 1.73 4.01 -4.90
C -0.6192 -0.4633 -6.2392 0.15 0.92 0.24
C 0.3172 0.7516 -6.3289 -0.17 -0.81 0.20
H -1.6764 -0.1558 -6.1341 0.40 -0.18 -0.06
H -0.5579 -1.0235 -7.1913 0.01 0.02 0.45
H 1.3811 0.4539 -6.4093 -0.58 0.21 0.16
H 0.0933 1.3081 -7.2590 -0.03 0.05 0.58
C -1.3483 2.9992 -5.5420 -0.52 -0.19 -0.14
H -1.6034 3.7701 -4.8001 0.06 -0.28 -0.29
H -2.2322 2.3671 -5.7222 0.24 0.29 0.15
H -1.0684 3.4910 -6.4847 -0.18 -0.20 0.27
C 1.3799 3.1469 -5.7259 0.13 0.17 -0.72
H 1.0742 3.4115 -6.7408 0.43 0.01 -0.01
H 2.3567 2.6509 -5.7326 -0.08 0.15 -0.07
H 1.4518 4.0583 -5.1184 0.07 -0.24 -0.54
C -1.3978 -2.9959 -5.3715 -0.04 0.00 -0.17
H -1.3163 -3.7985 -4.6240 -0.11 0.16 -0.38
H -1.1440 -3.3811 -6.3703 -0.36 0.00 0.31
H -2.4138 -2.5791 -5.3659 0.18 -0.28 -0.08
C 1.3898 -2.4212 -5.4787 0.16 0.01 -0.44
H 2.1775 -1.6700 -5.6321 -0.22 -0.29 0.05
H 1.2187 -2.9715 -6.4144 0.28 0.14 0.20
H 1.7224 -3.1260 -4.7020 -0.12 0.21 -0.25
Re -0.4960 -0.3986 -1.1759 0.17 2.16 3.70
C 0.5936 2.6963 -3.3592 -0.74 -4.48 1.79
C -0.7740 2.2463 -2.9176 -0.78 -1.60 3.32
C -1.4678 0.8138 -3.2555 -1.18 1.19 -1.86
C -1.4156 -0.8218 -2.9097 0.55 0.34 -1.35
C -0.1560 -1.7012 -3.2845 0.28 2.56 1.18
C 1.0819 -0.9368 -2.6575 -2.20 -0.63 0.71
C 1.7910 0.2078 -3.4206 0.77 0.17 0.09
C 1.7839 1.7072 -2.8993 0.34 0.21 0.17
C -0.1134 -2.0308 -0.1049 0.78 -0.19 1.08
H 0.8323 3.7882 -3.2981 -0.49 -1.19 -0.23
H -1.2799 2.7910 -2.1080 -0.02 -0.23 -0.49
H -1.5506 0.6776 -4.3766 0.40 0.56 0.73
H -2.5601 0.9953 -3.0774 0.91 0.13 0.25
H -2.0134 -1.1166 -1.6243 1.10 -0.09 0.26
H -2.3025 -1.2280 -3.3883 -0.42 0.18 0.19
H -0.2667 -2.7740 -2.9891 0.12 0.98 0.01
H 1.8096 -1.6944 -2.3081 -0.44 0.64 0.09
H 1.6289 0.2010 -4.5144 -0.23 -0.09 0.51
H 2.8609 -0.0891 -3.4021 -0.45 0.36 0.15
H 1.8291 1.6984 -1.7982 -0.11 0.12 -0.37
H 2.7495 2.1427 -3.2477 -0.75 -0.13 0.20
H 0.7971 -1.7510 0.4494 -0.09 -0.58 0.16
H 0.0416 -2.9436 -0.6945 -0.15 0.04 0.29
H -0.9417 -2.1290 0.6123 0.18 -0.27 0.00
F -0.1791 3.5533 3.8248 -0.07 -0.90 -1.24
C -0.2305 2.7405 2.7164 0.08 0.45 0.61
C 0.9619 2.4348 2.0611 -0.11 -0.36 -0.56
C 0.8986 1.6053 0.9222 -0.37 0.47 0.67
C -0.3360 1.1129 0.4783 0.69 -1.15 -1.41
C -1.5062 1.4311 1.1657 -0.05 0.13 0.06
C -1.4672 2.2558 2.2999 -0.12 -0.14 -0.13
H 1.9092 2.8268 2.4241 -0.24 -0.05 0.01
H 1.7991 1.3135 0.3788 -0.01 0.24 0.40
H -2.4457 1.0014 0.7909 0.12 0.40 0.46
H -2.3773 2.5122 2.8489 0.40 -0.06 -0.15

***

3.
60
Properties=species:S:1:pos:R:3:forces:R:3 method="wB97M-V/def2-TZVPD" total_charge=+2 spin_multiplicity=4 orbital_gap_ev="4.421 / 4.463" e_above_lowest_ev=4.6548 homo_ev="-12.2437 / -12.0190" molar_mass_g_mol=466.457
P 0.3085 -1.7276 -2.3009 -0.96 -2.91 -2.44
P -0.6820 1.7040 -1.7950 2.37 2.22 -7.35
C -0.5006 -0.5559 -3.5823 1.10 -0.47 -0.58
C -0.1187 0.9023 -3.4135 -0.63 -0.17 -0.38
H -1.5966 -0.7165 -3.5715 0.55 -0.08 0.26
H -0.1419 -0.9381 -4.5602 -0.19 0.47 0.24
H 0.9902 0.9628 -3.4677 -0.69 0.38 0.18
H -0.5520 1.4959 -4.2487 0.30 -0.18 0.56
C -2.4741 1.8977 -2.0402 -1.11 -0.26 1.25
H -2.9018 2.2932 -1.0981 -0.22 -0.42 -0.52
H -2.9855 0.9829 -2.4026 0.42 0.45 0.56
H -2.6467 2.6722 -2.8068 0.71 -0.19 0.28
C -0.0885 3.3559 -2.3651 -0.41 0.35 0.27
H -0.4403 3.4794 -3.3976 -0.04 0.05 0.34
H 1.0089 3.3851 -2.4025 -0.33 -0.04 0.27
H -0.4927 4.1843 -1.7695 0.29 -0.11 -0.06
C -0.2187 -3.3105 -3.1934 -0.12 -0.11 -0.54
H 0.0194 -4.2113 -2.6098 -0.03 0.42 -0.14
H 0.3019 -3.4086 -4.1540 -0.11 0.12 0.23
H -1.2909 -3.3365 -3.4262 0.19 0.15 0.16
C 2.0708 -1.8937 -2.8847 1.33 0.68 -0.72
H 2.5500 -0.9140 -3.0022 0.17 -0.67 -0.10
H 2.0823 -2.3773 -3.8711 -0.31 0.20 0.22
H 2.6611 -2.5463 -2.2222 -0.42 0.42 -0.02
Tc -1.5746 -0.4443 3.6268 1.00 0.73 -0.70
C 1.6512 0.0844 -1.1319 0.39 1.36 -0.03
C 0.6220 1.1351 -0.7878 -1.39 -1.98 4.45
C -0.4002 0.4632 0.2636 -0.37 -0.10 0.99
C -1.4688 -0.6094 -0.2944 -0.08 -0.45 -0.13
C -1.0344 -1.8285 -1.1742 -1.53 2.33 2.65
C 0.1825 -2.5091 -0.6171 2.62 -1.30 -0.39
C 1.0772 -1.9612 0.4472 0.20 -0.01 0.69
C 2.0747 -0.8190 -0.0053 0.00 -0.32 0.20
C -0.2204 -1.7684 4.3984 0.23 0.10 0.98
H 2.4744 0.5442 -1.7330 -0.77 -0.82 0.36
H 1.1186 1.9992 -0.2946 -0.43 -0.30 -0.22
H -1.0131 1.2432 0.7627 0.07 0.05 -0.57
H 0.1475 0.0855 1.1424 -0.22 -0.03 -0.81
H -1.9572 -1.0344 0.6006 0.12 0.15 0.16
H -2.3115 -0.1039 -0.7993 0.47 -0.09 0.29
H -1.8359 -2.4805 -1.5402 -0.07 0.51 0.51
H 0.2744 -3.5915 -0.6979 -0.47 0.21 0.29
H 1.7425 -2.7627 0.8012 -0.34 0.09 -0.17
H 0.5237 -1.6538 1.3463 0.16 -0.04 -0.06
H 2.3103 -0.2199 0.8941 -0.03 0.00 -0.24
H 3.0060 -1.3473 -0.2441 -0.14 0.49 -0.27
H 0.2360 -1.3211 5.2976 -0.01 -0.04 -0.30
H 0.5852 -1.9922 3.6831 -0.28 0.11 0.01
H -0.6806 -2.7169 4.7599 -0.14 0.46 -0.52
F 0.6819 2.7712 6.9674 -0.48 -0.43 -1.76
C 0.2579 2.3540 5.7258 -1.24 0.14 2.05
C 1.2214 2.2676 4.7117 -0.24 -0.79 -1.38
C 0.8791 1.6643 3.4902 0.41 0.56 0.35
C -0.3962 1.1291 3.3799 -2.49 -0.53 1.51
C -1.5231 1.5374 4.2842 1.50 0.47 -0.32
C -1.0940 2.0814 5.5591 1.09 -0.46 -0.12
H 2.2418 2.5640 4.9145 -0.02 0.10 0.01
H 1.5644 1.5840 2.6499 0.24 -0.12 0.40
H -2.3999 2.0737 3.8440 0.10 -0.87 0.23
H -1.8244 2.2028 6.3547 0.25 0.50 -0.09